No. 1
A single C19H21F3N2O4S molecule at a distorted geometry. Source: OMol25; level of theory: ωB97M-V/def2-TZVPD.

```
! wB97M-V def2-TZVPD RIJCOSX def2/J DEFGRID3
* xyz 0 1
O 0.4464 -2.2967 -1.0863
F -1.3976 -4.6140 5.1665
F -1.3979 -2.6941 6.2109
F -2.1593 -2.8355 4.0849
S -4.2224 -1.7341 0.0720
O 0.6885 -1.6999 4.4610
O 1.2961 3.7126 -3.8159
O 0.6920 1.6936 0.0710
C -0.5530 -1.7063 -0.8409
C -2.6763 -1.3362 -0.3213
C 1.2794 0.4248 3.4946
C 1.3376 1.3112 2.4153
C -0.0126 -1.1328 2.1894
C 0.6275 -0.8632 3.3819
C 0.6910 0.9964 1.2407
C 0.0561 -0.2149 1.1353
N -1.8176 -2.1746 -1.0070
N -2.0536 -0.2005 0.1222
C 2.6038 4.2824 -3.7897
C -2.1395 -3.5549 -1.4521
C -1.2282 -3.2957 4.9816
C 0.2067 -3.0698 4.4041
C -0.6127 -0.3274 -0.1763
C -0.5040 2.5700 -2.8011
C 1.8616 1.7125 -2.5159
C -1.0371 1.7266 -1.6509
C 1.1758 0.4652 -1.9054
C 0.9711 2.9607 -2.6489
C 0.0188 0.8636 -0.9227
H 1.6963 0.6209 4.4902
H 1.8774 2.2553 2.5031
H -0.5043 -2.0750 2.0708
H -2.3373 0.1932 1.0114
H 3.3649 3.4890 -3.7659
H 2.7376 4.9095 -2.8963
H 2.7792 4.8472 -4.7139
H -1.2844 -4.0639 -1.9635
H -2.9836 -3.5094 -2.1884
H -2.4370 -4.1684 -0.6092
H 0.8711 -3.6857 5.0304
H 0.2788 -3.5044 3.3902
H -0.6684 2.0336 -3.7686
H -1.0828 3.4864 -2.8036
H 2.2732 1.4265 -3.5257
H 2.7221 1.9822 -1.8713
H -1.5063 2.3777 -0.8952
H -1.7560 1.0888 -2.1143
H 1.9262 -0.1388 -1.4037
H 0.7489 -0.1259 -2.6971
H 1.1437 3.5921 -1.7765
*
```

Output
ΔE to the lowest compared entry with this formula, charge and spin ... 24.9 kJ/mol

=====

No. 2
A molecular structure, C19H21HgN4O4S2 at a distorted geometry. Source: OMol25; level of theory: ωB97M-V/def2-TZVPD.

```
! wB97M-V def2-TZVPD RIJCOSX def2/J DEFGRID3
* xyz -2 2
Hg -0.1136 -0.8393 -0.0261
N 0.1993 2.4175 0.8033
C 1.5529 2.7872 1.2051
C 2.5745 1.7860 0.6626
C 2.6966 0.5415 1.5836
O 3.3323 0.7285 2.6378
O 2.1860 -0.5533 1.1987
H 0.0835 2.5304 -0.1953
H -0.4955 2.9693 1.2904
H 1.6016 2.7833 2.2966
H 1.8226 3.8021 0.8663
H 3.5560 2.2647 0.6494
H 2.2981 1.4830 -0.3518
C -1.4641 -0.5813 2.0833
C -1.1533 0.6223 2.7624
C -0.0146 0.7288 3.6063
C 0.2409 1.8613 4.3320
C -0.6148 2.9799 4.2489
C -1.7068 2.9210 3.3618
C -1.9594 1.7861 2.6345
C -0.4199 4.1346 5.0416
N -0.2911 5.0772 5.7010
H -2.4619 -0.6527 1.6628
H -1.0875 -1.4973 2.5243
H 0.6824 -0.0997 3.6347
H 1.1142 1.9120 4.9700
H -2.3481 3.7906 3.2700
H -2.8082 1.7603 1.9586
N 0.2239 -0.1168 -7.6965
C -0.6353 0.6480 -6.9377
O -1.5116 1.3030 -7.4712
C -0.4035 0.6344 -5.4786
C -1.4004 1.1220 -4.6333
C -1.2043 1.0881 -3.2686
N -0.0876 0.6424 -2.6905
C 0.8656 0.1849 -3.4982
C 0.7587 0.1532 -4.8745
H -0.0838 -0.2829 -8.6397
H 0.6708 -0.8997 -7.2471
H -2.3082 1.5133 -5.0718
H -1.9754 1.4336 -2.5873
H 1.7587 -0.1808 -3.0030
H 1.5913 -0.2088 -5.4632
C 0.7773 -5.1894 0.6460
O 0.3056 -4.1682 -0.2169
C -0.0864 -4.4483 -1.4843
S -0.0272 -6.0013 -2.1117
S -0.5596 -3.0790 -2.3478
H 0.7114 -4.7834 1.6550
H 1.8175 -5.4340 0.4187
H 0.1780 -6.0933 0.5522
*
```

Output
E ... -2206.43493 Eh
⟨S²⟩ ... 0.77

=====

No. 3
A molecular structure, C19H21ILaN3O6S2. Source: OMol25; level of theory: ωB97M-V/def2-TZVPD.

```
! wB97M-V def2-TZVPD RIJCOSX def2/J DEFGRID3
* xyz 0 1
La 0.0426 -0.0212 -0.0035
O -4.6283 -0.5022 0.7630
C -3.4301 -0.1215 0.3340
O -2.4106 -0.6012 0.7933
C -3.5135 0.9697 -0.7122
O -2.3768 1.0299 -1.5234
C -2.4558 0.4113 -2.8063
C -1.5460 -0.8183 -2.8925
O -1.4264 -1.4432 -3.9322
O -0.9422 -1.0775 -1.7883
H -4.4946 -1.1411 1.4774
H -4.4342 0.8437 -1.2851
H -3.5837 1.9091 -0.1519
H -3.4798 0.1212 -3.0524
H -2.1261 1.1393 -3.5492
C 2.4004 2.4111 2.3373
C 1.9701 0.9745 2.3801
C 0.7863 0.5852 3.0167
C 0.4126 -0.7542 3.1122
C -0.8429 -1.1516 3.8366
C 1.2474 -1.7205 2.5445
C 2.4291 -1.3711 1.8934
C 3.3635 -2.4124 1.3548
C 2.7517 -0.0160 1.7903
H 3.1314 2.5956 3.1276
H 1.5540 3.0804 2.4712
H 2.8632 2.6479 1.3792
H 0.1363 1.3534 3.4216
H -0.6268 -1.3512 4.8879
H -1.2799 -2.0559 3.4121
H -1.5899 -0.3591 3.7966
H 0.9754 -2.7669 2.6208
H 4.0821 -2.6969 2.1267
H 3.9169 -2.0309 0.4990
H 2.8279 -3.3087 1.0462
H 3.6381 0.2758 1.2373
S 1.3500 1.7817 -1.7001
C 0.1725 3.0834 -1.7246
C 0.1183 3.8512 -2.9361
N 0.0874 4.4337 -3.9278
C -0.6816 3.3884 -0.7157
S -0.7708 2.5911 0.8403
C -1.6609 4.4235 -0.9019
N -2.4945 5.2097 -1.0081
N 1.6515 -1.3880 -3.3691
C 1.5084 -1.9468 -2.1662
O 1.9183 -1.3883 -1.1368
C 0.8505 -3.3096 -2.1581
I 0.0470 -3.8783 -0.2811
H 1.9112 -0.4071 -3.3652
H 1.0449 -1.6947 -4.1166
H 1.5824 -4.0680 -2.4309
H 0.0239 -3.3085 -2.8646
*
```

Output
ΔE to the lowest compared entry with this formula, charge and spin ... 0.0 kJ/mol

=====

No. 4
A single C19H21N3O2S molecule at a distorted geometry. Source: OMol25; level of theory: ωB97M-V/def2-TZVPD.

```
! wB97M-V def2-TZVPD RIJCOSX def2/J DEFGRID3
* xyz 0 1
O 2.8753 -2.2423 -0.2022
N 0.4614 2.7010 2.2978
O -0.2568 7.4756 -0.5408
S 1.1344 0.0292 2.3423
C 1.8496 -2.0484 0.4498
C 1.4378 -0.6738 0.7378
C 1.2589 0.2670 -0.2547
C 0.7689 1.6069 1.6515
C -0.1513 6.2444 1.6018
C -0.1162 6.3071 0.1934
C 0.8744 1.5723 0.2748
C 0.0304 5.0406 2.3049
C 0.1147 5.0962 -0.4727
C 0.6399 2.7173 -0.4781
C 0.3012 3.8465 1.6178
C 0.3900 3.8750 0.2011
N 1.0368 -3.1736 0.7838
N -0.5302 -4.9957 -0.7859
C -0.5876 8.6853 0.1414
C -2.6831 -5.6856 -1.9944
C -1.1293 -5.6372 -1.9979
C -0.4197 -3.0674 0.8878
C 1.4767 -4.5566 0.5890
C -1.0399 -3.6476 -0.4352
C 0.9422 -5.0568 -0.7781
H 1.4624 0.0754 -1.3141
H -0.2826 7.1692 2.2037
H 0.0373 4.9750 3.3794
H 0.1055 5.0586 -1.5611
H 0.7058 2.6621 -1.5363
H -1.5539 8.6079 0.6001
H 0.1234 8.9140 0.9592
H -0.5122 9.5473 -0.5408
H -2.9511 -6.3894 -2.7739
H -3.1605 -4.7228 -2.2734
H -3.0792 -6.0408 -1.0327
H -0.7681 -5.2122 -2.9467
H -0.7585 -6.6564 -2.0135
H -0.7183 -3.6786 1.7611
H -0.7949 -2.0547 0.9897
H 1.0964 -5.1677 1.4256
H 2.5825 -4.6475 0.6481
H -2.1381 -3.6500 -0.3358
H -0.7105 -2.9553 -1.2261
H 1.3385 -4.4411 -1.5712
H 1.2975 -6.0724 -0.9762
*
```

Output
ΔE to the lowest compared entry with this formula, charge and spin ... 265.2 kJ/mol

=====

No. 5
A single C19H21N3O3 molecule at a distorted geometry. Source: OMol25; level of theory: ωB97M-V/def2-TZVPD.

```
! wB97M-V def2-TZVPD RIJCOSX def2/J DEFGRID3
* xyz 0 1
C -3.9739 0.3322 -3.4747
C -2.5247 0.4862 -3.7904
O -1.6812 0.0612 -2.6734
C -0.3568 0.3282 -2.8190
C 0.6557 -0.3894 -1.8231
C 1.6649 -0.7676 -2.8031
N 2.6087 -1.2329 -3.3387
O 0.0676 1.0203 -3.7203
H -4.6029 0.6389 -4.3032
H -4.2601 -0.6922 -3.2771
H -4.2951 0.9036 -2.6148
H -2.2607 -0.1580 -4.6218
H -2.2872 1.5276 -3.9611
H 0.1867 -1.4526 -1.6009
C 0.6631 0.3241 3.4890
N -0.7706 0.5351 3.2769
C -1.6694 0.8840 4.2659
C -2.8810 1.0128 3.7003
N -2.7390 0.7603 2.3461
C -3.8727 0.8089 1.4273
C -1.4359 0.4572 2.0854
C -0.8602 0.2924 0.7062
C 0.4503 -0.2838 0.5530
C 1.2905 0.1756 -0.5706
C 2.7848 -0.4213 -0.3129
C 3.9563 0.3126 -0.5847
C 5.2024 -0.2875 -0.3821
C 5.3156 -1.5599 0.2043
C 4.1472 -2.2694 0.4837
C 2.8945 -1.7205 0.1874
O -1.5009 0.8223 -0.2550
H 1.2367 0.7237 2.6278
H 0.9357 0.7942 4.4496
H 0.8351 -0.7599 3.5938
H -1.3837 0.9643 5.2930
H -3.7929 1.2571 4.2074
H -3.4342 0.6447 0.4581
H -4.5423 -0.0160 1.6903
H -4.3482 1.7979 1.4591
H 0.8247 -1.0349 1.2870
H 1.3234 1.3316 -0.6227
H 3.8671 1.2420 -1.1545
H 6.1121 0.2004 -0.7060
H 6.2792 -1.9389 0.5469
H 4.1604 -3.2786 0.8909
H 2.0112 -2.3759 0.1806
*
```

Output
ΔE to the lowest compared entry with this formula, charge and spin ... 546.3 kJ/mol

=====

No. 6
A single C19H21N3O3 molecule. Source: OMol25; level of theory: ωB97M-V/def2-TZVPD.

```
! wB97M-V def2-TZVPD RIJCOSX def2/J DEFGRID3
* xyz 0 1
C -1.3684 -1.6470 -0.4781
C -2.0510 -0.5961 0.3906
C -2.7556 -1.1832 1.6184
C -1.8693 -1.3964 2.8518
O -0.9875 -2.4966 2.7357
C 0.3112 -2.3589 2.3730
C 1.0046 -3.5595 2.2032
C 2.3326 -3.5492 1.8313
C 2.9988 -2.3557 1.6252
C 2.3173 -1.1580 1.8046
C 0.9802 -1.1532 2.1774
H 0.4614 -0.2175 2.3015
O 3.0470 -0.0147 1.5659
C 2.4809 1.2222 1.9134
C 1.3334 1.6588 1.0042
O 0.4572 2.4152 1.3762
N 1.4127 1.1378 -0.2439
C 0.4971 1.3405 -1.2557
N 0.5711 0.7442 -2.4110
C -0.5223 1.1971 -3.1108
C -0.9565 0.8924 -4.3947
C -2.1128 1.4998 -4.8393
C -2.8305 2.3901 -4.0391
C -2.4170 2.7076 -2.7598
C -1.2583 2.1021 -2.3075
N -0.5701 2.1754 -1.1210
H -0.7789 2.7031 -0.2861
H -2.9713 3.3955 -2.1396
H -3.7304 2.8403 -4.4308
H -2.4769 1.2834 -5.8326
H -0.4017 0.2037 -5.0108
H 2.1624 0.4926 -0.4615
H 2.1359 1.2412 2.9548
H 3.2894 1.9542 1.8081
H 4.0344 -2.3279 1.3297
H 2.8572 -4.4827 1.6976
H 0.4726 -4.4829 2.3634
H -2.5161 -1.6549 3.6982
H -1.3409 -0.4731 3.1053
H -3.5536 -0.5050 1.9286
H -3.2110 -2.1385 1.3519
H -2.7954 -0.0797 -0.2211
H -1.3258 0.1529 0.7141
H -2.1018 -2.3641 -0.8405
H -0.6055 -2.1883 0.0742
H -0.8961 -1.1798 -1.3393
*
```

Output
ΔE to the lowest compared entry with this formula, charge and spin ... 113.3 kJ/mol

=====

No. 7
A single C19H21N3O3 molecule. Source: OMol25; level of theory: ωB97M-V/def2-TZVPD.

```
! wB97M-V def2-TZVPD RIJCOSX def2/J DEFGRID3
* xyz 0 1
O -4.0881 -1.8624 1.1569
C -4.1517 -0.9107 0.3987
N -3.0554 -0.3973 -0.2055
H -3.0988 0.4788 -0.7113
C -1.7256 -0.7711 0.1989
C -0.8545 0.4846 0.1892
O -1.2980 1.5314 -0.2545
N 0.3884 0.3778 0.6889
C 1.0507 -0.8243 1.1325
H 0.3617 -1.6649 1.1688
C 2.2252 -1.1490 0.1976
N 3.1270 -0.0220 0.1807
C 4.4681 -0.2256 -0.1457
C 4.9239 -1.3909 -0.7585
C 6.2689 -1.6061 -1.0052
C 7.1994 -0.6488 -0.6548
C 6.7705 0.5208 -0.0491
C 5.4299 0.7385 0.2156
O 5.0221 1.8870 0.8426
H 5.7991 2.4126 1.0682
H 7.4906 1.2755 0.2416
H 8.2500 -0.8031 -0.8447
H 6.5828 -2.5227 -1.4809
H 4.2145 -2.1448 -1.0612
C 2.4678 1.1808 -0.2884
C 1.2940 1.5088 0.6322
H 0.7391 2.3702 0.2597
H 1.6677 1.7155 1.6393
H 3.1734 2.0077 -0.2826
H 2.0911 1.0395 -1.3156
H 2.7480 -2.0244 0.5853
H 1.8303 -1.3796 -0.8070
H 1.4464 -0.6453 2.1387
H -1.3084 -1.5112 -0.4974
H -1.7879 -1.2201 1.1954
C -5.4424 -0.2655 0.0212
C -5.5472 1.0921 -0.2666
C -6.7779 1.6378 -0.5863
C -7.9086 0.8386 -0.6244
C -7.8122 -0.5106 -0.3252
C -6.5864 -1.0578 0.0036
H -6.4915 -2.1043 0.2516
H -8.6941 -1.1338 -0.3444
H -8.8658 1.2699 -0.8787
H -6.8556 2.6931 -0.8037
H -4.6804 1.7356 -0.2154
*
```

Output
ΔE to the lowest compared entry with this formula, charge and spin ... 115.7 kJ/mol

=====

No. 8
A single C19H21N3O4S molecule at a distorted geometry. Source: OMol25; level of theory: ωB97M-V/def2-TZVPD.

```
! wB97M-V def2-TZVPD RIJCOSX def2/J DEFGRID3
* xyz 0 1
C 1.3922 -4.5952 0.4175
C 1.6714 -3.6439 -0.4541
C 1.0525 -3.5393 -1.8160
N 0.5993 -2.2055 -2.1823
C -0.5729 -1.6839 -1.5816
C -1.5334 -1.1182 -2.4133
C -2.6333 -0.4778 -1.8726
C -2.7740 -0.3813 -0.4942
C -1.8598 -1.0254 0.3330
C -0.7658 -1.6728 -0.2053
H -0.0412 -2.1426 0.4399
H -1.9891 -0.9978 1.4046
C -3.8773 0.4439 0.0897
O -5.0518 0.2801 -0.1654
N -3.4637 1.4110 0.9561
C -2.1379 1.7553 1.2745
C -1.1650 1.8486 0.2820
C 0.1528 2.0671 0.6170
C 0.5245 2.2410 1.9497
C -0.4595 2.2408 2.9350
C -1.7759 1.9919 2.5962
H -2.5289 1.9609 3.3700
H -0.1846 2.4113 3.9623
N 1.8824 2.4097 2.2230
C 2.4980 2.6515 3.4176
O 1.9212 2.7915 4.4713
C 4.0041 2.7375 3.2751
H 4.4462 2.9071 4.2524
H 4.2706 3.5606 2.6151
H 4.3962 1.8125 2.8579
H 2.4770 2.2971 1.4128
H 0.9040 2.0695 -0.1582
H -1.4387 1.7346 -0.7544
H -4.2019 1.8745 1.4714
H -3.3729 -0.0208 -2.5133
H -1.4114 -1.1809 -3.4838
S 1.8094 -1.0497 -2.3339
O 1.7674 -0.0983 -1.2566
O 3.0463 -1.7262 -2.5841
C 1.3237 -0.1877 -3.8484
H 1.1336 -0.9347 -4.6066
H 0.4462 0.4080 -3.6387
H 2.1551 0.4435 -4.1365
H 1.8131 -3.7965 -2.5601
H 0.2043 -4.2216 -1.9178
H 2.4057 -2.8775 -0.2442
H 1.8801 -4.6526 1.3752
H 0.6634 -5.3610 0.2056
*
```

Output
ΔE to the lowest compared entry with this formula, charge and spin ... 187.1 kJ/mol

=====

No. 9
A single C19H21N3OS molecule. Source: OMol25; level of theory: ωB97M-V/def2-TZVPD.

```
! wB97M-V def2-TZVPD RIJCOSX def2/J DEFGRID3
* xyz 0 1
C 1.9679 -4.8382 3.4255
N 0.6092 -4.3563 3.5223
C -0.0048 -4.0249 2.2476
H 0.4514 -4.6292 1.4623
C 0.1080 -2.5493 1.8633
N -0.5060 -1.7228 2.8915
C -0.6283 -0.3983 2.7975
S -0.9594 0.6014 4.0783
N -0.4163 0.2506 1.5784
C -0.9740 -0.0122 0.3407
O -1.5756 -1.0361 0.0797
C -0.7499 1.0711 -0.6257
C -1.2587 0.9819 -1.8613
C -1.1819 1.9901 -2.9042
C -2.3233 2.2231 -3.6460
C -2.3889 3.2631 -4.5771
C -1.3024 4.0671 -4.7845
C -0.0923 3.8283 -4.1011
C 1.0506 4.6189 -4.3463
C 2.2358 4.3530 -3.7218
C 2.3339 3.2628 -2.8456
C 1.2401 2.4870 -2.5755
C -0.0125 2.7644 -3.1615
H 1.3393 1.6291 -1.9287
H 3.2859 3.0330 -2.3897
H 3.1064 4.9623 -3.9144
H 0.9709 5.4337 -5.0517
H -1.3490 4.8877 -5.4857
H -3.3073 3.4309 -5.1197
H -3.1992 1.6156 -3.4692
H -1.8599 0.1063 -2.0809
H -0.1993 1.9393 -0.2947
H -0.1976 1.2281 1.7403
C -0.7083 -2.3843 4.1659
C 0.4940 -3.2636 4.4790
H 0.3869 -3.6897 5.4815
H 1.3969 -2.6288 4.4768
H -0.8240 -1.6187 4.9355
H -1.6207 -2.9861 4.1301
H -0.4016 -2.3977 0.9097
H 1.1624 -2.2629 1.7500
H -1.0652 -4.2941 2.2959
H 1.9937 -5.7094 2.7734
H 2.2987 -5.1416 4.4182
H 2.6744 -4.0848 3.0418
*
```

Output
ΔE to the lowest compared entry with this formula, charge and spin ... 96.5 kJ/mol

=====

No. 10
A molecular structure, C19H21N5O2Pd at a distorted geometry. Source: OMol25; level of theory: ωB97M-V/def2-TZVPD.

```
! wB97M-V def2-TZVPD RIJCOSX def2/J DEFGRID3
* xyz 4 5
N -2.6824 -0.2136 -1.8290
C -3.6872 -0.6486 -2.2064
C -4.9139 -1.1549 -2.7773
H -4.8852 -0.9465 -3.8548
H -5.7613 -0.6369 -2.3104
H -4.9775 -2.2280 -2.5803
N -0.0417 0.2164 2.6836
C -0.0708 0.3713 3.8260
C -0.0865 0.4882 5.2623
H -1.0426 0.9678 5.5447
H 0.7724 1.1263 5.5455
H -0.0078 -0.5407 5.6642
N 2.2055 1.4488 -1.8997
C 3.2496 1.7157 -2.3034
C 4.5177 2.0656 -2.9120
H 5.3104 1.4745 -2.4450
H 4.7000 3.1339 -2.7445
H 4.4342 1.8618 -3.9867
Pd -0.1526 0.4621 0.4583
C 1.8945 -0.0836 0.6003
O 3.0177 -0.1342 0.6441
C -1.4320 -1.2156 0.6458
O -2.2942 -1.9571 0.7140
C -2.1635 2.0057 0.2721
C -1.5116 2.2514 -0.9319
C -0.1980 2.6974 -0.9456
C 0.4914 2.9054 0.2450
C -0.1603 2.6922 1.4639
C -1.4947 2.2415 1.4770
H -3.2319 1.7911 0.2627
H -2.0803 2.2232 -1.8571
H 0.2529 3.0171 -1.8806
H 1.4708 3.3837 0.2149
H 0.3038 3.0072 2.4043
H -2.0370 2.2160 2.4279
N 0.9648 -3.0882 -5.0023
C 0.7617 -2.4242 -3.8353
C 0.9956 -3.0491 -2.5907
C 0.7719 -2.3394 -1.4022
N 0.3446 -1.0822 -1.4239
C 0.1217 -0.4753 -2.5784
C 0.3105 -1.0894 -3.8092
H 1.2875 -4.0457 -5.0366
H 0.7930 -2.6320 -5.8841
H 1.3473 -4.0847 -2.5782
H 0.9515 -2.8219 -0.4248
H -0.2209 0.5405 -2.5151
H 0.1147 -0.5576 -4.7317
*
```

Output
⟨S²⟩ ... 6.07
ΔE to the lowest compared entry with this formula, charge and spin ... 0.0 kJ/mol